# 1
The following is a DFT calculation (ωB97M-V/def2-TZVPD) of 6 unconnected molecules or ions with the total composition C25H43FN2O12S5.

Each atom is followed by the atoms it is bonded to, with distances in Å.
CARTESIAN COORDINATES (ANGSTROEM)
1 O -4.0339 -0.8688 -1.4136  C2 1.230
2 C -3.5955 0.2653 -1.6016  O1 1.230, O3 1.219, N4 1.530
3 O -4.1168 1.1794 -2.2179  C2 1.219
4 N -2.2011 0.4735 -1.0064  C2 1.530, C5 1.319, N10 1.313
5 C -1.1322 0.4242 -1.7784  N4 1.319, C6 1.401, H11 1.099
6 C 0.2063 0.5993 -1.4035  C5 1.401, C7 1.415, H12 1.091
7 C 0.3605 0.8128 -0.0129  C6 1.415, F8 1.312, C9 1.413
8 F 1.5390 0.9977 0.5340  C7 1.312
9 C -0.8552 0.8084 0.7077  C7 1.413, N10 1.304, H13 1.117
10 N -2.0819 0.6704 0.2860  N4 1.313, C9 1.304
11 H -1.3236 0.2290 -2.8433  C5 1.099
12 H 1.0594 0.5494 -2.0819  C6 1.091
13 H -0.7472 0.9364 1.8123  C9 1.117
14 C 6.0057 -1.9450 1.2590  C15 1.534, C20 1.525, H21 1.090, H22 1.093
15 C 5.7779 -0.7407 2.1807  C14 1.534, C16 1.532, H23 1.090, H24 1.086
16 C 4.4799 -0.0618 1.7330  C15 1.532, S17 1.795, H25 1.088, H26 1.090
17 S 3.4681 -1.3476 0.9960  C16 1.795, O18 1.444, O19 1.442, C20 1.787
18 O 3.3085 -1.0614 -0.4106  S17 1.444
19 O 2.3381 -1.6170 1.8513  S17 1.442
20 C 4.6633 -2.6641 1.1746  C14 1.525, S17 1.787, H27 1.088, H28 1.090
21 H 6.7876 -2.6023 1.6385  C14 1.090
22 H 6.3069 -1.5991 0.2666  C14 1.093
23 H 5.6765 -1.0846 3.2103  C15 1.090
24 H 6.6126 -0.0465 2.1507  C15 1.086
25 H 3.9445 0.3788 2.5718  C16 1.088
26 H 4.6664 0.6960 0.9727  C16 1.090
27 H 4.5902 -3.3452 0.3291  C20 1.088
28 H 4.4397 -3.1914 2.1022  C20 1.090
29 C -7.0868 -1.0862 -6.0636  C30 1.531, C35 1.525, H36 1.090, H37 1.089
30 C -7.0488 0.1052 -5.1025  C29 1.531, C31 1.533, H38 1.094, H39 1.090
31 C -5.5976 0.2726 -4.6371  C30 1.533, S32 1.792, H40 1.086, H41 1.088
32 S -4.5716 -0.3627 -5.9612  C31 1.792, O33 1.446, O34 1.445, C35 1.788
33 O -3.8764 -1.5392 -5.4886  S32 1.446
34 O -3.8720 0.7288 -6.5982  S32 1.445
35 C -5.9144 -0.8884 -7.0186  C29 1.525, S32 1.788, H42 1.089, H43 1.091
36 H -8.0337 -1.1446 -6.6012  C29 1.090
37 H -6.9603 -2.0102 -5.5023  C29 1.089
38 H -7.3752 1.0077 -5.6273  C30 1.094
39 H -7.7177 -0.0398 -4.2547  C30 1.090
40 H -5.3468 1.3140 -4.4591  C31 1.086
41 H -5.3932 -0.3137 -3.7431  C31 1.088
42 H -5.6316 -1.7953 -7.5503  C35 1.089
43 H -6.1146 -0.0849 -7.7283  C35 1.091
44 C -5.5754 -5.5065 -3.8460  C45 1.534, C50 1.525, H51 1.090, H52 1.093
45 C -6.3881 -6.2580 -2.7846  C44 1.534, C46 1.533, H53 1.093, H54 1.090
46 C -7.7200 -5.5177 -2.6169  C45 1.533, S47 1.794, H55 1.088, H56 1.089
47 S -8.0533 -4.7239 -4.1914  C46 1.794, O48 1.441, O49 1.441, C50 1.788
48 O -8.0057 -3.2962 -4.0045  S47 1.441
49 O -9.1714 -5.3732 -4.8287  S47 1.441
50 C -6.5412 -5.2388 -4.9951  C44 1.525, S47 1.788, H57 1.089, H58 1.090
51 H -4.7113 -6.0818 -4.1768  C44 1.090
52 H -5.2141 -4.5611 -3.4339  C44 1.093
53 H -6.5751 -7.2798 -3.1249  C45 1.093
54 H -5.8529 -6.3218 -1.8375  C45 1.090
55 H -8.5353 -6.1979 -2.3800  C46 1.088
56 H -7.6527 -4.7403 -1.8572  C46 1.089
57 H -6.1983 -4.4584 -5.6722  C50 1.089
58 H -6.7560 -6.1517 -5.5513  C50 1.090
59 C 1.8083 4.6494 3.5969  C60 1.533, C65 1.525, H66 1.090, H67 1.093
60 C 0.7655 4.9215 4.6874  C59 1.533, C61 1.533, H68 1.093, H69 1.090
61 C -0.6165 4.6621 4.0763  C60 1.533, S62 1.793, H70 1.088, H71 1.089
62 S -0.3709 3.4422 2.7849  C61 1.793, O63 1.440, O64 1.444, C65 1.788
63 O -0.6689 4.0517 1.5150  S62 1.440
64 O -0.9673 2.1890 3.1824  S62 1.444
65 C 1.4052 3.3252 2.9569  C59 1.525, S62 1.788, H72 1.088, H73 1.091
66 H 2.8181 4.6046 4.0040  C59 1.090
67 H 1.7793 5.4483 2.8518  C59 1.093
68 H 0.9306 4.2412 5.5264  C60 1.093
69 H 0.8396 5.9384 5.0720  C60 1.090
70 H -1.3166 4.2701 4.8108  C61 1.088
71 H -1.0263 5.5594 3.6151  C61 1.089
72 H 1.8606 3.1611 1.9825  C65 1.088
73 H 1.6202 2.4851 3.6187  C65 1.091
74 C 9.7839 2.9683 5.1078  C75 1.533, C80 1.525, H81 1.089, H82 1.093
75 C 8.7076 3.2374 6.1658  C74 1.533, C76 1.533, H83 1.092, H84 1.090
76 C 7.3455 2.9817 5.5106  C75 1.533, S77 1.795, H85 1.088, H86 1.089
77 S 7.6300 1.7658 4.2216  C76 1.795, O78 1.442, O79 1.443, C80 1.787
78 O 7.3727 2.3792 2.9417  S77 1.442
79 O 7.0229 0.5140 4.6047  S77 1.443
80 C 9.3986 1.6468 4.4513  C74 1.525, S77 1.787, H87 1.088, H88 1.090
81 H 10.7798 2.9207 5.5469  C74 1.089
82 H 9.7802 3.7697 4.3649  C74 1.093
83 H 8.8456 2.5536 7.0066  C75 1.092
84 H 8.7706 4.2525 6.5567  C75 1.090
85 H 6.6225 2.5873 6.2214  C76 1.088
86 H 6.9515 3.8819 5.0409  C76 1.089
87 H 9.8846 1.4844 3.4913  C80 1.088
88 H 9.5909 0.8054 5.1174  C80 1.090

Results
* spin multiplicity: 1
* orbital gap: 8.19 eV

# 2
The following is a DFT calculation (ωB97M-V/def2-TZVPD) of 5 unconnected molecules or ions with the total composition C25H43FNO8.

Each atom is followed by the atoms it is bonded to, with distances in Å.
CARTESIAN COORDINATES (ANGSTROEM)
1 C -2.8273 2.5657 0.5951  C2 1.428, H16 1.194
2 C -2.0153 2.0287 -0.4494  C1 1.428, C3 1.672
3 C -1.2931 1.5878 -1.8915  C2 1.672, C4 1.640, H17 1.181, H18 1.186
4 C -1.2445 2.8020 -2.9922  C3 1.640, C5 1.639, H19 1.173, H20 1.194
5 C -2.3366 2.6838 -4.2088  C4 1.639, N6 1.512, H21 1.192, H22 1.187
6 N -3.7812 2.8588 -3.7965  C5 1.512, C7 1.512, C10 1.513
7 C -3.9976 4.0483 -2.8881  N6 1.512, C8 1.647, H23 1.194, H24 1.189
8 C -3.3406 5.4582 -3.4297  C7 1.647, F9 1.510, H25 1.178, H26 1.183
9 F -4.3138 6.5623 -3.0917  C8 1.510
10 C -4.4029 1.5867 -3.2642  N6 1.513, O11 1.345, O12 1.498
11 O -5.1482 1.6135 -2.1450  C10 1.345
12 O -4.2059 0.2346 -3.8780  C10 1.498, C13 1.495
13 C -4.8925 -0.7928 -3.0359  O12 1.495, O14 1.351, O15 1.474
14 O -6.2124 -1.0378 -3.1859  C13 1.351
15 O -4.1937 -1.5680 -1.9954  C13 1.474
16 H -3.7283 3.0692 1.1951  C1 1.194
17 H -0.1801 1.2964 -1.6271  C3 1.181
18 H -1.8295 0.6067 -2.2873  C3 1.186
19 H -1.2568 3.8199 -2.4091  C4 1.173
20 H -0.1687 2.7385 -3.5060  C4 1.194
21 H -2.0542 3.5325 -4.9967  C5 1.192
22 H -2.2284 1.6652 -4.8085  C5 1.187
23 H -5.1770 4.2329 -2.8621  C7 1.194
24 H -3.7002 3.8490 -1.7541  C7 1.189
25 H -3.0572 5.4519 -4.5734  C8 1.178
26 H -2.3683 5.6621 -2.7882  C8 1.183
27 C -2.2254 -2.2518 2.7155  C28 1.507, C31 1.513, H32 1.093, H33 1.097
28 C -1.1792 -2.5630 1.6766  C27 1.507, C29 1.513, H34 1.096, H35 1.093
29 C -1.1158 -1.2698 0.8935  C28 1.513, O30 1.434, H36 1.095, H37 1.094
30 O -1.4345 -0.2128 1.8091  C29 1.434, C31 1.434
31 C -1.9512 -0.7941 3.0143  C27 1.513, O30 1.434, H38 1.095, H39 1.093
32 H -2.1664 -2.8872 3.6028  C27 1.093
33 H -3.2255 -2.3623 2.2797  C27 1.097
34 H -0.2160 -2.7515 2.1653  C28 1.096
35 H -1.4215 -3.4277 1.0535  C28 1.093
36 H -1.8616 -1.2536 0.0917  C29 1.095
37 H -0.1291 -1.0927 0.4558  C29 1.094
38 H -1.1870 -0.6857 3.7916  C31 1.095
39 H -2.8483 -0.2540 3.3291  C31 1.093
40 C 4.1401 -1.1075 0.8707  C41 1.507, C44 1.513, H45 1.093, H46 1.097
41 C 3.1738 -0.3868 1.7748  C40 1.507, C42 1.513, H47 1.096, H48 1.093
42 C 2.9882 0.9308 1.0541  C41 1.513, O43 1.434, H49 1.095, H50 1.094
43 O 3.1502 0.6657 -0.3461  C42 1.434, C44 1.434
44 C 3.6886 -0.6548 -0.5006  C40 1.513, O43 1.434, H51 1.095, H52 1.093
45 H 4.1243 -2.1941 0.9874  C40 1.093
46 H 5.1608 -0.7562 1.0630  C40 1.097
47 H 2.2225 -0.9308 1.8096  C41 1.096
48 H 3.5362 -0.2657 2.7987  C41 1.093
49 H 3.7546 1.6559 1.3478  C42 1.095
50 H 2.0034 1.3718 1.2338  C42 1.094
51 H 2.8904 -1.2976 -0.8875  C44 1.095
52 H 4.5056 -0.6372 -1.2272  C44 1.093
53 C -0.3599 -6.2825 6.1207  C54 1.507, C57 1.513, H58 1.093, H59 1.097
54 C -1.3262 -5.5618 7.0248  C53 1.507, C55 1.513, H60 1.096, H61 1.093
55 C -1.5118 -4.2442 6.3041  C54 1.513, O56 1.434, H62 1.095, H63 1.094
56 O -1.3498 -4.5093 4.9039  C55 1.434, C57 1.434
57 C -0.8114 -5.8298 4.7494  C53 1.513, O56 1.434, H64 1.095, H65 1.093
58 H -0.3757 -7.3691 6.2374  C53 1.093
59 H 0.6608 -5.9312 6.3130  C53 1.097
60 H -2.2775 -6.1058 7.0596  C54 1.096
61 H -0.9638 -5.4407 8.0487  C54 1.093
62 H -0.7454 -3.5191 6.5978  C55 1.095
63 H -2.4966 -3.8032 6.4838  C55 1.094
64 H -1.6096 -6.4726 4.3625  C57 1.095
65 H 0.0056 -5.8122 4.0228  C57 1.093
66 C 5.7639 2.4565 -2.5296  C67 1.507, C70 1.513, H71 1.093, H72 1.097
67 C 6.1811 2.5395 -3.9752  C66 1.507, C68 1.513, H73 1.096, H74 1.093
68 C 5.1096 1.7210 -4.6618  C67 1.513, O69 1.434, H75 1.095, H76 1.094
69 O 3.9139 1.8633 -3.8825  C68 1.434, C70 1.434
70 C 4.2546 2.4812 -2.6338  C66 1.513, O69 1.434, H77 1.095, H78 1.093
71 H 6.1617 3.2642 -1.9102  C66 1.093
72 H 6.0934 1.5019 -2.1025  C66 1.097
73 H 6.1320 3.5805 -4.3160  C67 1.096
74 H 7.1905 2.1652 -4.1639  C67 1.093
75 H 5.3720 0.6579 -4.6801  C68 1.095
76 H 4.9221 2.0518 -5.6874  C68 1.094
77 H 3.8754 3.5087 -2.6553  C70 1.095
78 H 3.7683 1.9468 -1.8131  C70 1.093

Results
* spin multiplicity: 1
* net charge: -1
* orbital gap: 6.43 eV

| no. | largest force on an atom (eV/A) | HOMO energy (eV) | total energy (eV) |
| --- | --- | --- | --- |
| 1 | 3.94 | -8.62 | -111062.7816 |
| 2 | 10.02 | -4.24 | -47199.6140 |